Here is one molecule with the formula C5H8S at a distorted geometry from the Open Molecules 2025 dataset. Energies are from ωB97M-V with the def2-TZVPD basis set.

Structure (XYZ):
```
14
Properties=species:S:1:pos:R:3:forces:R:3
C 0.798667 1.753564 0.462458 -0.3 0.6 0.4
C -1.531394 -0.415246 -0.099487 -0.2 1.3 -0.8
C 0.866368 0.370633 0.020488 0.1 -0.6 -0.9
C -0.293311 -0.104344 -0.900824 0.3 -0.2 0.4
C -1.686864 -1.591727 0.523090 -0.3 -0.6 0.3
S -2.742509 0.808783 -0.027187 0.1 -0.4 0.2
H 0.912551 2.015297 1.496944 0.0 0.1 0.2
H 1.763703 0.264210 -0.608243 0.1 -0.2 0.2
H 0.958782 -0.312527 0.865715 0.1 -0.1 -0.1
H 0.033680 -1.013381 -1.414184 0.0 0.1 0.0
H -0.509798 0.657584 -1.650593 0.0 -0.1 0.1
H -0.937064 -2.365921 0.481908 0.2 -0.1 -0.1
H -2.588444 -1.819176 1.064811 -0.1 0.1 0.2
H 0.607760 2.547410 -0.235983 0.0 0.2 -0.2
```
Positions in Å, forces in eV/Å.

The gap between HOMO and LUMO (spin up / spin down) comes out at 8.82 / 6.79 eV. The charge is 0. The spin multiplicity is 3. The total energy is -16146.48150 eV. The value obtained for the HOMO energy (spin up / spin down) is -7.8686 / -8.7377 eV. The LUMO energy (spin up / spin down) comes out at 0.95 / -1.94 eV.

Mulliken atomic charge list, values in e, 8 entries: atom 1 (C): -1.001, atom 2 (C): 0.235, atom 3 (C): -0.100, atom 4 (C): -0.808, atom 5 (C): -0.740, atom 6 (S): -0.135, atom 7 (H): 0.332, atom 8 (H): 0.263

Here is C20H13N2O9Ta as an isolated structure from the Open Molecules 2025 dataset. Energies are from ωB97M-V with the def2-TZVPD basis set.

Structure (XYZ):
```
45
Properties=species:S:1:pos:R:3:forces:R:3
Ta -1.122672 -1.574185 -1.207629 -0.5 -0.5 0.0
C 2.684756 -2.101727 1.318450 0.0 0.0 0.1
C 2.456274 -1.433319 2.508704 0.0 0.0 0.0
C 1.243514 -0.795389 2.699760 -0.1 0.0 0.0
C 0.293236 -0.838794 1.692426 -0.1 -0.1 0.0
N 0.523543 -1.464368 0.531667 0.4 -0.2 0.0
C 1.694665 -2.087629 0.356129 -0.1 0.0 -0.1
C -1.053028 -0.230371 1.795734 0.1 -0.1 -0.1
C -1.505187 0.459752 2.908120 0.1 0.0 0.0
C -2.795151 0.958840 2.908631 0.0 0.0 0.0
C -3.588418 0.765318 1.791508 0.0 0.0 0.1
C -3.056744 0.090356 0.709950 0.0 -0.1 -0.1
N -1.816891 -0.409306 0.712007 -0.2 0.3 0.3
H 3.612791 -2.619997 1.127331 0.0 0.0 0.0
H 3.211438 -1.412818 3.282875 0.0 0.0 0.0
H 1.039297 -0.276610 3.624242 0.0 0.0 0.0
H 1.838142 -2.579352 -0.596625 0.0 0.0 0.0
H -0.863148 0.603309 3.764210 0.0 0.0 0.0
H -3.173699 1.494437 3.768842 0.0 0.0 0.0
H -4.600898 1.138551 1.746369 0.0 0.0 0.0
H -3.611004 -0.050941 -0.206616 0.0 0.0 0.0
O -2.880445 -5.019267 0.149575 -0.1 0.0 -0.1
C -2.430510 -4.126939 -0.503665 0.1 0.0 0.2
O -1.886219 -3.018325 -0.012508 -0.2 0.0 0.5
C -2.359631 -4.096516 -2.054283 0.0 0.1 -0.1
O -2.778155 -4.952802 -2.771138 0.0 -0.1 0.1
O -1.761120 -2.979345 -2.449707 0.2 -0.2 -0.3
O -2.159294 -0.365561 -1.863615 -0.2 0.4 -0.2
O 2.532986 -1.210688 -3.152270 -0.2 0.0 -0.1
C 1.597611 -0.709777 -2.579811 0.5 -0.1 0.3
O 0.553379 -1.430415 -2.189283 0.1 0.2 -0.2
C 1.614566 0.723977 -2.146506 0.0 0.2 -0.1
C 2.670889 1.511298 -2.593881 -0.1 0.0 0.0
C 2.800424 2.847470 -2.218165 0.0 0.0 0.0
C 1.844836 3.348922 -1.370152 0.1 0.1 0.0
O 1.753726 4.608877 -0.851107 -0.1 -0.1 0.0
C 0.560147 4.626026 -0.064078 0.0 0.0 0.0
O 0.002449 3.310158 -0.071843 0.1 0.0 0.0
C 0.798835 2.574712 -0.911361 -0.2 -0.1 0.0
C 0.642287 1.270778 -1.292705 0.1 -0.2 0.1
H 3.400076 1.058715 -3.250440 0.0 0.0 0.0
H 3.614699 3.462106 -2.574651 0.0 0.0 0.0
H -0.152500 5.325366 -0.505345 0.0 0.0 0.0
H 0.809509 4.906241 0.960076 0.0 0.0 0.0
H -0.199351 0.699233 -0.919200 0.1 0.4 -0.1
```
Positions in Å, forces in eV/Å.

The gap between HOMO and LUMO comes out at 7.33 eV. The charge is 0. The total energy is -43915.56863 eV. The value obtained for the HOMO energy is -8.7431 eV. The LUMO energy comes out at -1.42 eV.

Mulliken atomic charge list, values in e, 8 entries: atom 1 (Ta): 2.284, atom 2 (C): -0.991, atom 3 (C): -0.511, atom 4 (C): -0.930, atom 5 (C): 0.720, atom 6 (N): 0.234, atom 7 (C): -0.132, atom 8 (C): 0.670

Here is C5H20ClN10O5Zr as an isolated structure at a distorted geometry from the Open Molecules 2025 dataset. Energies are from ωB97M-V with the def2-TZVPD basis set.

Structure (XYZ):
```
42
Properties=species:S:1:pos:R:3:forces:R:3
Zr 1.315155 -0.078794 3.406540 -1.3 0.8 -5.1
Cl -0.096075 -0.431049 1.268763 1.7 0.0 2.1
C -3.374578 -0.357454 -1.410225 -0.2 1.3 -1.4
O -2.642734 0.585204 -1.753962 0.3 -0.1 0.4
N -4.508023 -0.591668 -2.124860 0.2 0.2 0.0
N -3.162668 -1.147781 -0.364925 -0.8 -0.8 0.5
H -5.291062 -1.093138 -1.733486 0.0 0.1 0.0
H -4.700763 0.068919 -2.863932 -0.1 -0.1 0.0
H -3.854061 -1.883309 -0.363365 0.6 -0.5 0.8
H -2.274563 -1.216251 0.093511 -0.1 -0.1 -0.1
C 3.791371 -1.088095 1.203241 0.6 -2.8 -3.5
O 3.132910 -0.610570 2.171078 -2.5 1.8 3.6
N 3.150546 -1.390926 0.066083 -0.4 0.3 0.1
N 5.078506 -1.457026 1.231551 -1.2 1.2 1.7
H 2.160461 -1.267026 -0.058366 -0.1 0.1 0.4
H 3.560278 -1.914590 -0.693804 0.4 0.1 0.1
H 5.449001 -2.109713 0.560242 0.2 0.1 0.0
H 5.550758 -1.245901 2.098474 0.6 -0.3 -0.2
C 0.795046 -3.414942 -1.780684 -0.1 -0.3 0.4
O 1.371498 -4.168035 -2.545107 -0.4 0.9 0.5
N 0.242471 -3.777535 -0.596079 0.7 -0.8 0.4
N 0.585128 -2.067338 -1.984106 0.7 0.3 -2.1
H 0.388983 -4.734948 -0.313866 -0.4 0.1 0.2
H -0.380389 -3.135025 -0.150058 -0.3 -0.4 0.2
H 0.820469 -1.814455 -2.935694 -0.1 0.5 0.2
H 0.502560 -1.345352 -1.295564 -0.3 -0.1 0.1
C -1.600899 2.336995 3.531078 -2.7 2.9 0.7
O -0.634765 1.555553 3.373405 2.8 -1.8 1.1
N -2.705740 2.226839 2.798569 1.1 -1.7 -0.7
N -1.696689 3.408933 4.381439 2.5 -2.1 -0.2
H -2.755107 1.328065 2.339715 -0.8 0.5 -0.5
H -3.468247 2.870289 2.893455 -0.3 -0.2 -0.2
H -1.076220 3.279036 5.168865 -0.2 0.9 0.2
H -2.578418 3.874996 4.483860 -0.1 0.1 0.4
C 0.724045 2.361439 -2.423574 -0.4 0.3 -1.9
O -0.373049 1.846796 -2.619302 0.0 -0.4 -0.1
N 1.484067 2.965545 -3.373839 -1.0 -1.1 2.3
N 1.269106 2.328703 -1.174350 0.4 -0.4 1.4
H 2.254904 3.388124 -2.882929 0.6 0.6 -1.6
H 1.156069 2.970464 -4.325957 0.4 0.6 -0.1
H 0.727368 1.775747 -0.527930 -0.2 0.2 0.0
H 1.663344 3.169286 -0.773899 0.0 0.0 -0.1
```
Positions in Å, forces in eV/Å.

The gap between HOMO and LUMO comes out at 2.26 eV. The charge is +3. The total energy is -44422.50903 eV. The value obtained for the HOMO energy is -16.9613 eV. The LUMO energy comes out at -14.70 eV.

Mulliken atomic charge list, values in e, 8 entries: atom 1 (Zr): 1.836, atom 2 (Cl): -0.263, atom 3 (C): 0.761, atom 4 (O): -0.437, atom 5 (N): -0.413, atom 6 (N): -0.250, atom 7 (H): 0.215, atom 8 (H): 0.269

Here is one molecule with the formula C5H5FN2O at a distorted geometry from the Open Molecules 2025 dataset. Energies are from ωB97M-V with the def2-TZVPD basis set.

Structure (XYZ):
```
14
Properties=species:S:1:pos:R:3:forces:R:3
C 1.287089 -1.225946 -0.043930 -0.3 1.0 -0.1
C 2.657648 -0.883094 -0.031848 1.7 0.8 -0.6
C -0.582668 0.318525 0.377794 1.2 0.6 0.5
C -1.614508 1.277206 0.072749 0.3 0.1 -0.9
C -2.914530 0.519966 0.002526 -2.1 2.0 -1.1
N 0.354278 -0.358293 0.140003 -1.0 0.5 0.0
N 3.160232 0.305966 -0.151928 -0.8 -0.7 0.8
O -1.420950 2.465685 -0.128559 -0.3 -1.3 0.6
F 4.553132 0.263345 0.114164 -0.5 -0.4 -0.4
H 0.948452 -2.194361 -0.268499 -0.1 -1.2 -0.1
H 3.301198 -1.745644 -0.022130 0.6 -0.1 0.4
H -2.771810 -0.549794 -0.329937 -0.3 1.2 0.5
H -3.593418 1.184632 -0.768701 1.5 -2.0 1.9
H -3.364144 0.621806 1.038301 0.2 -0.5 -1.2
```
Positions in Å, forces in eV/Å.

The gap between HOMO and LUMO (spin up / spin down) comes out at 7.72 / 7.72 eV. The charge is 0. The total energy is -13005.96350 eV. The value obtained for the HOMO energy (spin up / spin down) is -8.4339 / -8.4331 eV. The LUMO energy (spin up / spin down) comes out at -0.71 / -0.71 eV.

Mulliken atomic charge list, values in e, 8 entries: atom 1 (C): -0.183, atom 2 (C): -0.075, atom 3 (C): 0.165, atom 4 (C): 0.406, atom 5 (C): -0.867, atom 6 (N): -0.016, atom 7 (N): -0.336, atom 8 (O): -0.534